--- i ---
{
  "formula": "C2H31O14",
  "method": "the ωB97M-V functional and the def2-TZVPD basis",
  "homo_ha": -0.200,
  "total_charge": -1,
  "lumo_ev": 2.2,
  "orbital_gap_ev": 7.6,
  "species": ["C", "C", "O", "H", "H", "H", "H", "H", "O", "H", "H", "O", "H", "H", "O", "H", "H", "O", "H", "H", "O", "H", "H", "O", "H", "H", "O", "H", "H", "O", "H", "H", "O", "H", "H", "O", "H", "H", "O", "H", "H", "O", "H", "H", "O", "H", "H"],
  "positions_angstrom": [[-3.771, -4.711, -22.483], [-2.487, -5.274, -23.097], [-1.437, -4.992, -22.303], [-3.687, -3.636, -22.322], [-4.029, -5.261, -21.578], [-4.569, -4.903, -23.200], [-2.454, -4.850, -24.100], [-2.662, -6.332, -23.286], [-3.283, -7.794, -19.308], [-2.329, -7.830, -19.378], [-3.561, -7.290, -20.073], [-5.922, -2.198, -21.894], [-5.179, -2.728, -22.182], [-5.555, -1.326, -21.753], [-4.452, -1.738, -24.761], [-4.795, -1.491, -25.620], [-3.656, -2.233, -24.953], [-7.692, -3.312, -24.504], [-7.924, -4.005, -25.122], [-6.736, -3.341, -24.458], [0.962, -3.586, -21.314], [0.195, -3.978, -21.734], [1.527, -4.330, -21.106], [-2.074, -9.385, -24.710], [-1.587, -8.645, -24.346], [-1.909, -10.104, -24.100], [0.954, -5.388, -24.053], [0.950, -5.607, -24.985], [0.042, -5.179, -23.852], [-3.309, -6.194, -26.523], [-3.137, -6.299, -25.587], [-3.840, -6.956, -26.756], [-0.712, -7.549, -20.445], [-1.323, -7.066, -21.001], [-0.075, -6.893, -20.162], [-1.625, -2.294, -23.970], [-1.838, -2.990, -23.349], [-1.614, -1.496, -23.442], [-1.728, -3.775, -19.783], [-2.679, -3.880, -19.781], [-1.425, -4.338, -20.495], [-4.944, -8.116, -21.634], [-4.259, -8.784, -21.601], [-5.180, -8.061, -22.560], [-0.075, -2.910, -26.412], [0.290, -3.742, -26.713], [-0.745, -3.159, -25.775]],
  "nbo_charge": [-0.6283, -0.0357, -1.0170, 0.1727, 0.2039, 0.1823, 0.0854, 0.0886, -0.9716, 0.4874, 0.4701, -0.9404, 0.4737, 0.4639, -0.9581, 0.4643, 0.4907, -0.9374, 0.4544, 0.4827, -0.9604, 0.4997, 0.4529, -0.9474, 0.4799, 0.4678, -0.9501, 0.4449, 0.4953, -0.9428, 0.4744, 0.4651, -0.9700, 0.4942, 0.4832, -0.9782, 0.4962, 0.4812, -0.9712, 0.4538, 0.4995, -0.9411, 0.4753, 0.4679, -0.9433, 0.4536, 0.4878]
}

--- ii ---
{
  "formula": "C2H31O14",
  "method": "the ωB97M-V functional and the def2-TZVPD basis",
  "homo_ha": -0.207,
  "total_charge": -1,
  "lumo_ev": 2.0,
  "orbital_gap_ev": 7.6,
  "species": ["C", "C", "O", "H", "H", "H", "H", "H", "O", "H", "H", "O", "H", "H", "O", "H", "H", "O", "H", "H", "O", "H", "H", "O", "H", "H", "O", "H", "H", "O", "H", "H", "O", "H", "H", "O", "H", "H", "O", "H", "H", "O", "H", "H", "O", "H", "H"],
  "positions_angstrom": [[-0.085, -1.344, 0.326], [1.091, -0.601, 0.844], [0.796, 0.736, 1.111], [-0.560, -0.783, -0.462], [-0.698, -1.668, 1.114], [0.448, -2.264, -0.070], [1.819, -0.623, 0.069], [1.497, -1.026, 1.712], [1.603, 1.630, -1.181], [1.918, 1.173, -1.920], [1.335, 0.991, -0.510], [-1.181, 2.055, -0.220], [-1.078, 1.771, -1.100], [-0.538, 1.506, 0.269], [1.217, 3.258, 1.358], [1.039, 3.251, 2.257], [1.003, 2.351, 1.192], [1.564, -1.142, -3.032], [1.391, -0.361, -3.571], [0.687, -1.432, -2.813], [3.956, -0.206, -1.625], [3.865, 0.008, -0.702], [3.401, -0.960, -1.730], [-1.469, 0.872, 2.480], [-2.021, 0.077, 2.364], [-0.716, 0.722, 1.894], [4.190, 0.930, 0.913], [3.322, 0.787, 1.232], [4.464, 1.735, 1.342], [-2.865, -1.358, 2.502], [-2.487, -1.985, 3.093], [-2.870, -1.747, 1.612], [-1.020, -1.925, -2.610], [-1.448, -2.752, -2.878], [-0.968, -2.127, -1.668], [-3.595, 0.486, -0.465], [-2.747, 0.960, -0.540], [-3.936, 0.283, -1.339], [1.743, 1.244, 3.725], [1.544, 0.487, 4.193], [1.463, 0.978, 2.815], [-3.224, -2.297, -0.190], [-4.129, -2.473, 0.085], [-3.365, -1.381, -0.529], [-1.619, 0.959, -2.841], [-1.750, 0.048, -2.946], [-0.988, 1.156, -3.561]],
  "nbo_charge": [-0.6525, -0.0488, -1.0041, 0.1997, 0.2085, 0.1808, 0.1240, 0.1463, -0.9651, 0.4540, 0.4840, -0.9726, 0.4671, 0.4924, -0.9606, 0.4491, 0.4884, -0.9628, 0.4609, 0.4846, -0.9648, 0.4892, 0.4653, -1.0121, 0.4677, 0.4739, -0.9607, 0.4863, 0.4836, -0.9518, 0.4691, 0.4960, -0.9710, 0.4830, 0.5060, -0.9753, 0.5227, 0.4531, -0.9739, 0.4469, 0.5000, -0.9801, 0.4693, 0.5004, -0.9477, 0.4793, 0.4723]
}

--- iii ---
{
  "formula": "C2H31O14",
  "method": "the ωB97M-V functional and the def2-TZVPD basis",
  "homo_ha": -0.233,
  "total_charge": -1,
  "lumo_ev": 2.4,
  "orbital_gap_ev": 8.8,
  "species": ["C", "C", "O", "H", "H", "H", "H", "H", "O", "H", "H", "O", "H", "H", "O", "H", "H", "O", "H", "H", "O", "H", "H", "O", "H", "H", "O", "H", "H", "O", "H", "H", "O", "H", "H", "O", "H", "H", "O", "H", "H", "O", "H", "H", "O", "H", "H"],
  "positions_angstrom": [[-1.140, 1.489, -0.209], [-0.324, 0.254, -0.412], [0.373, -0.261, 0.734], [-1.921, 1.684, -0.967], [-0.561, 2.402, 0.043], [-1.796, 1.242, 0.643], [0.425, 0.551, -1.127], [-1.043, -0.573, -0.739], [0.768, 2.046, 2.236], [0.378, 1.406, 1.614], [1.490, 2.472, 1.801], [0.620, -3.015, -1.825], [0.774, -3.697, -2.460], [0.255, -2.282, -2.324], [-1.334, -3.976, -0.156], [-1.215, -3.242, 0.386], [-0.516, -3.894, -0.624], [2.906, 0.267, 0.899], [2.870, 1.228, 0.963], [1.957, 0.036, 0.875], [2.107, -0.270, -3.030], [2.017, 0.583, -2.595], [2.552, -0.713, -2.345], [2.656, 2.004, -1.788], [3.599, 2.074, -1.720], [2.373, 2.364, -0.952], [-2.233, -1.722, 1.366], [-1.358, -1.303, 1.117], [-2.937, -1.212, 1.017], [1.078, -2.833, 1.126], [0.779, -1.932, 0.996], [0.979, -3.121, 2.039], [-0.503, -0.985, -3.194], [0.378, -0.673, -3.093], [-1.044, -0.438, -2.694], [-3.046, -2.886, -2.212], [-2.602, -2.869, -3.050], [-2.340, -2.977, -1.576], [0.853, 4.822, 1.047], [0.791, 5.451, 1.776], [0.113, 4.217, 1.232], [-1.665, 3.301, 2.742], [-2.292, 2.603, 2.901], [-0.901, 2.781, 2.414], [-0.570, -0.283, 3.384], [-1.447, 0.117, 3.266], [-0.304, -0.235, 2.475]],
  "nbo_charge": [-0.6534, -0.0808, -1.0095, 0.2175, 0.1905, 0.1900, 0.1425, 0.1472, -0.9742, 0.5034, 0.4625, -0.9654, 0.4597, 0.4889, -0.9717, 0.4784, 0.4890, -0.9718, 0.4179, 0.5070, -0.9669, 0.4952, 0.4829, -0.9373, 0.4808, 0.4793, -0.9722, 0.4963, 0.4635, -0.9903, 0.5016, 0.4639, -0.9655, 0.4950, 0.4724, -0.9707, 0.4582, 0.4958, -0.9585, 0.4717, 0.4850, -0.9748, 0.4588, 0.4901, -0.9443, 0.4398, 0.4827]
}

Stability order, top to bottom: iii, i, ii

--- i ---
{
  "formula": "F6N3O12S6Sn",
  "method": "the ωB97M-V functional and the def2-TZVPD basis",
  "homo_ha": -0.301,
  "total_charge": -1,
  "lumo_ev": 0.7,
  "orbital_gap_ev": 8.9,
  "species": ["Sn", "N", "S", "O", "O", "F", "S", "O", "O", "F", "N", "S", "O", "O", "F", "S", "O", "O", "F", "N", "S", "O", "O", "F", "S", "O", "O", "F"],
  "positions_angstrom": [[1.363, -25.608, 15.637], [0.193, -24.021, 14.790], [-1.038, -23.471, 15.466], [-2.331, -23.893, 14.944], [-1.035, -22.169, 16.131], [-0.910, -24.460, 16.796], [0.279, -22.897, 13.552], [1.472, -22.113, 13.497], [-0.920, -22.183, 13.146], [0.578, -23.924, 12.355], [2.608, -26.338, 14.089], [3.403, -27.803, 13.957], [4.885, -27.727, 13.734], [2.642, -28.918, 13.313], [3.433, -28.084, 15.555], [2.248, -26.305, 12.650], [1.062, -26.963, 12.118], [3.426, -26.179, 11.815], [1.834, -24.771, 12.559], [0.049, -27.064, 14.967], [0.318, -28.736, 14.942], [0.618, -29.422, 13.708], [-0.210, -29.593, 15.984], [1.819, -28.623, 15.536], [-1.409, -27.276, 14.646], [-2.212, -27.816, 15.764], [-1.713, -27.537, 13.227], [-1.735, -25.662, 14.734]],
  "nbo_charge": [1.4567, -1.2884, 2.4500, -0.8248, -0.8647, -0.5326, 2.4291, -0.8813, -0.8248, -0.4394, -1.2843, 2.3409, -0.8321, -0.7841, -0.4706, 2.4371, -0.8526, -0.8870, -0.4892, -1.2785, 2.3435, -0.7855, -0.8345, -0.5186, 2.3919, -0.8362, -0.8209, -0.5191]
}

--- ii ---
{
  "formula": "F6N3O12S6Sn",
  "method": "the ωB97M-V functional and the def2-TZVPD basis",
  "homo_ha": -0.298,
  "total_charge": -1,
  "lumo_ev": -5.9,
  "orbital_gap_ev": 2.2,
  "species": ["Sn", "N", "S", "O", "O", "F", "S", "O", "O", "F", "N", "S", "O", "O", "F", "S", "O", "O", "F", "N", "S", "O", "O", "F", "S", "O", "O", "F"],
  "positions_angstrom": [[-1.124, 1.515, 0.774], [1.601, -1.314, -2.185], [1.868, -1.077, -3.666], [0.872, -1.409, -4.681], [3.263, -1.302, -4.019], [1.777, 0.563, -3.581], [1.817, -3.010, -2.249], [3.115, -3.643, -2.178], [0.732, -3.726, -2.912], [1.477, -3.096, -0.664], [-4.444, -2.160, 0.578], [-5.154, -3.464, 1.399], [-4.598, -4.797, 1.141], [-6.615, -3.474, 1.624], [-4.551, -3.091, 2.786], [-5.152, -2.608, -0.708], [-6.550, -2.306, -0.960], [-4.622, -3.770, -1.405], [-4.446, -1.396, -1.523], [2.739, 4.318, 1.865], [3.649, 4.008, 3.211], [3.168, 4.357, 4.532], [5.111, 3.892, 2.987], [3.333, 2.427, 3.247], [3.217, 5.730, 1.854], [4.495, 5.902, 1.150], [2.854, 6.676, 2.903], [2.165, 6.255, 0.679]],
  "nbo_charge": [1.4732, -0.9893, 2.3843, -0.8396, -0.8446, -0.5220, 2.3335, -0.8314, -0.8284, -0.5177, -1.0321, 2.3092, -0.8654, -0.8635, -0.4923, 2.3621, -0.8651, -0.8492, -0.5493, -1.0915, 2.3158, -0.8697, -0.8522, -0.5321, 2.3695, -0.8832, -0.8763, -0.5527]
}

Stability order, top to bottom: ii, i

--- i ---
{
  "formula": "C4H14N4",
  "method": "the ωB97M-V functional and the def2-TZVPD basis",
  "homo_ha": -0.294,
  "smiles": "CC[C@H](N)NN(C)N",
  "lumo_ev": 1.0,
  "orbital_gap_ev": 9.0,
  "species": ["C", "C", "C", "C", "N", "N", "N", "N", "H", "H", "H", "H", "H", "H", "H", "H", "H", "H", "H", "H", "H", "H"],
  "positions_angstrom": [[-1.223, 0.536, 0.198], [-0.374, 0.783, -1.267], [1.889, -0.504, 0.138], [-0.648, -0.330, -2.258], [0.505, -1.006, 0.907], [-0.384, -0.001, 1.216], [0.738, -1.703, 2.131], [-1.858, 1.763, 0.565], [-0.042, 0.684, 1.893], [-2.007, -0.195, -0.012], [1.154, -2.600, 1.906], [1.473, -1.234, 2.654], [-2.580, 1.630, 1.262], [-1.198, 2.481, 0.846], [-0.862, 1.704, -1.592], [0.664, 1.106, -1.274], [2.098, 0.559, 0.063], [2.634, -0.836, 0.882], [2.259, -1.026, -0.751], [-0.149, -1.247, -1.947], [-1.719, -0.543, -2.294], [-0.372, -0.020, -3.264]],
  "nbo_charge": [0.1461, -0.4402, -0.4952, -0.6149, -0.1234, -0.4919, -0.6289, -0.8412, 0.3194, 0.1741, 0.3475, 0.3103, 0.3709, 0.3558, 0.2064, 0.1986, 0.1984, 0.1796, 0.2119, 0.2085, 0.2025, 0.2056]
}

--- ii ---
{
  "formula": "C4H14N4",
  "method": "the ωB97M-V functional and the def2-TZVPD basis",
  "homo_ha": -0.307,
  "smiles": "CCC(N)(N)N(C)N",
  "lumo_ev": 1.1,
  "orbital_gap_ev": 9.4,
  "species": ["C", "C", "C", "C", "N", "N", "N", "N", "H", "H", "H", "H", "H", "H", "H", "H", "H", "H", "H", "H", "H", "H"],
  "positions_angstrom": [[0.048, 0.613, -0.210], [1.506, -0.170, -0.569], [-2.118, 0.012, 0.934], [2.062, -1.071, 0.518], [-0.762, -0.483, 0.260], [-1.152, -1.394, -0.762], [-0.497, 1.199, -1.397], [0.332, 1.593, 0.792], [-0.649, -2.262, -0.604], [-0.956, -1.153, -1.734], [-1.096, 1.996, -1.220], [0.216, 1.443, -2.072], [0.650, 1.155, 1.646], [-0.471, 2.174, 1.000], [1.358, -0.705, -1.506], [2.178, 0.667, -0.760], [-2.742, 0.607, 0.258], [-2.642, -0.902, 1.204], [-1.887, 0.578, 1.835], [2.293, -0.504, 1.418], [1.343, -1.845, 0.780], [2.985, -1.547, 0.186]],
  "nbo_charge": [0.4201, -0.4012, -0.4319, -0.6167, -0.3231, -0.6905, -0.8792, -0.8504, 0.3424, 0.3590, 0.3650, 0.3748, 0.3684, 0.3576, 0.1956, 0.2035, 0.1782, 0.2153, 0.1854, 0.1999, 0.2149, 0.2131]
}

Stability order, top to bottom: ii, i